1.
DFT (wB97M-V/def2-TZVPD) results for C8H23NO2P2 in the gas phase.

XYZ file:
```
36
C8H23NO2P2 wB97M-V/def2-TZVPD
C -3.295 -0.067 3.518
O -1.974 -0.365 3.915
C -1.009 -0.118 2.919
C -0.944 -1.237 1.884
C 0.090 -0.970 0.784
P -0.490 -0.618 -0.930
C 1.003 -1.397 -1.781
C 2.420 -0.955 -1.399
C 2.675 0.557 -1.381
O 3.319 0.918 -2.587
C 3.564 2.307 -2.712
P -2.499 0.543 -0.386
N -3.108 1.133 -1.713
H -3.365 0.948 3.107
H -3.922 -0.130 4.406
H -3.679 -0.770 2.769
H -1.203 0.846 2.432
H -0.050 -0.040 3.436
H -1.937 -1.413 1.465
H -0.662 -2.155 2.401
H 0.764 -1.817 0.665
H 0.727 -0.119 1.055
H -0.333 0.596 -1.653
H -1.374 -1.537 -1.537
H 0.917 -2.481 -1.638
H 0.821 -1.214 -2.847
H 3.125 -1.361 -2.128
H 2.705 -1.387 -0.437
H 3.295 0.838 -0.519
H 1.737 1.124 -1.294
H 3.419 2.601 -3.753
H 2.877 2.895 -2.095
H 4.591 2.544 -2.418
H -3.427 -0.238 0.350
H -2.266 1.511 0.632
H -2.512 1.027 -2.530
```

Calculated values
energy	-1206.37897	Ha
frontier orbital gap	0.30688	Eh
max |F|	0.27	eV/Å
SMILES string	COCCC[PH2](CCCOC)[PH2]=N
HOMO level	-7.8	eV

Atom charges from the natural (NBO) analysis, given in e for atoms 1 to 2:
1. C -0.253
2. O -0.533

2.
DFT (wB97M-V/def2-TZVPD) results for 6 unconnected molecules or ions with the total composition C8H24BN6O11S2.

XYZ file:
```
52
C8H24BN6O11S2 wB97M-V/def2-TZVPD
C -1.999 1.367 -1.373
C -1.622 1.619 -2.810
N -2.499 1.843 -3.697
C -0.193 1.531 -3.113
B 0.208 -0.095 -3.200
O -0.893 -0.989 -2.802
S 1.745 -0.434 -2.092
S 0.664 -0.492 -5.066
H -1.205 0.789 -0.928
H -2.891 0.763 -1.323
H -2.130 2.304 -0.851
H -3.419 1.828 -3.260
H 0.338 2.046 -2.326
H -0.024 2.017 -4.060
H -1.504 -1.035 -3.546
H 1.237 -1.035 -1.014
H -0.412 0.061 -5.645
C 2.797 -4.220 -1.037
N 2.723 -3.611 0.318
O 1.877 -2.759 0.500
O 3.517 -3.997 1.155
H 2.024 -3.775 -1.656
H 3.782 -4.011 -1.436
H 2.641 -5.289 -0.918
C 0.110 -0.983 2.648
N -1.211 -0.506 3.143
O -1.532 0.641 2.897
O -1.891 -1.297 3.769
H 0.590 -0.172 2.114
H 0.691 -1.282 3.515
H -0.066 -1.827 1.990
C -4.073 1.094 4.469
N -5.396 1.583 4.953
O -5.705 2.732 4.698
O -6.083 0.798 5.574
H -3.582 1.896 3.937
H -3.498 0.789 5.336
H -4.253 0.249 3.815
C -2.741 4.227 2.105
N -1.755 4.731 1.108
O -1.673 5.935 0.951
O -1.107 3.892 0.525
H -3.249 5.074 2.550
H -3.438 3.583 1.576
H -2.188 3.663 2.850
C 7.308 -2.396 -2.048
N 6.052 -3.195 -2.063
O 5.402 -3.209 -3.084
O 5.762 -3.785 -1.035
H 7.430 -1.934 -3.020
H 7.207 -1.649 -1.267
H 8.123 -3.079 -1.829
```

Calculated values
energy	-2296.28735	Ha
frontier orbital gap	0.23342	Eh
max |F|	0.98	eV/Å
ΔE to the lowest compared entry with this formula, charge and spin	6.57	kcal per mole
charge	-1
HOMO level	-4.6	eV

Atom charges from the natural (NBO) analysis, given in e for atoms 1 to 2:
1. C -0.694
2. C 0.387

3.
DFT (wB97M-V/def2-TZVPD) results for 3 unconnected molecules or ions with the total composition C8H24BrN2O2.

XYZ file:
```
37
C8H24BrN2O2 wB97M-V/def2-TZVPD
C 0.991 0.708 -7.330
C 0.340 0.578 -5.921
C 1.271 0.000 -4.850
O 0.670 0.089 -3.597
C 1.397 -0.348 -2.403
N 0.015 2.009 -5.466
H -0.443 2.545 -6.189
H -0.651 2.088 -4.711
H 0.856 2.510 -5.219
H 1.228 -0.297 -7.681
H 1.912 1.279 -7.213
H 0.317 1.125 -8.078
H -0.602 0.036 -6.001
H 2.179 0.602 -4.816
H 1.568 -1.028 -5.056
H 2.436 -0.019 -2.406
H 1.453 -1.437 -2.405
H 0.896 0.162 -1.580
C -0.399 -0.999 6.854
C -0.413 -1.494 5.447
C -1.751 -1.164 4.774
O -1.798 0.307 4.627
C -2.468 0.797 3.466
N 0.790 -0.796 4.754
H 0.812 0.191 4.967
H 1.675 -1.078 5.152
H 0.811 -0.877 3.747
H -1.117 -1.589 7.422
H -0.707 0.044 6.930
H 0.495 -1.181 7.450
H -0.225 -2.567 5.502
H -2.578 -1.542 5.376
H -1.831 -1.590 3.774
H -1.903 1.642 3.072
H -3.481 1.158 3.641
H -2.395 0.082 2.646
Br 0.649 0.052 1.321
```

Calculated values
energy	-3152.93126	Ha
frontier orbital gap	0.24413	Eh
max |F|	2.29	eV/Å
ΔE to the lowest compared entry with this formula, charge and spin	30.52	kcal per mole
charge	+1
HOMO level	-9.5	eV

Atom charges from the natural (NBO) analysis, given in e for atoms 1 to 2:
1. C -0.636
2. C -0.045

4.
DFT (wB97M-V/def2-TZVPD) results for a molecular structure, C8H24Cl2ErNOP2.

XYZ file:
```
39
C8H24Cl2ErNOP2 wB97M-V/def2-TZVPD
C -1.209 -0.032 -2.620
C -1.513 -0.259 -1.281
H -2.184 0.148 -3.120
H -0.744 -0.919 -3.075
H -0.522 0.807 -2.851
O -2.515 -0.606 -0.728
Cl 1.817 -0.150 -1.678
Er 0.257 0.011 0.243
P 0.459 -2.476 0.271
C -0.688 -3.196 1.415
C 0.216 -3.227 -1.310
H 0.441 -4.287 -1.205
H 2.276 -3.910 0.644
H 0.887 -2.773 -2.062
H 2.853 -2.248 0.254
H -1.730 -2.940 1.143
H -0.825 -3.097 -1.651
C 2.117 -2.851 0.815
H -0.555 -4.276 1.380
H 2.227 -2.593 1.882
H -0.501 -2.833 2.443
P 0.235 2.478 0.022
C -0.893 3.147 1.233
C 1.871 3.063 0.463
H 0.492 2.805 -2.335
H -0.136 4.238 -1.463
H -1.219 2.859 -1.832
C -0.196 3.154 -1.541
H 2.660 2.408 0.033
H 1.964 4.069 0.090
H -0.863 4.231 1.144
H -0.590 2.837 2.251
H 1.977 3.021 1.559
H -1.928 2.792 1.054
Cl 2.071 0.318 1.850
N -1.360 0.064 1.974
H -2.099 0.676 1.711
H -0.840 0.399 2.752
H -1.712 -0.851 2.128
```

Calculated values
energy	-3066.70209	Ha
frontier orbital gap (spin up / spin down)	0.16007 / 0.15691	Eh
⟨S²⟩	3.760
max |F|	7.52	eV/Å
charge	+2
HOMO level (spin up / spin down)	-15.6 / -15.6	eV
multiplicity	4

Atom charges from the Mulliken analysis, given in e for atoms 1 to 2:
1. C -1.066
2. C 1.110

5.
DFT (wB97M-V/def2-TZVPD) results for a molecular structure, C8H24ClI2P2RuS.

XYZ file:
```
39
C8H24ClI2P2RuS wB97M-V/def2-TZVPD
I 0.071 1.264 0.550
I 0.563 -1.247 0.664
Ru 0.201 -0.217 -4.225
P -2.181 0.084 -0.928
C -3.343 0.142 0.519
C -2.703 1.606 -1.767
H -3.786 1.604 -1.938
H -3.916 -1.245 -1.999
H -2.141 1.644 -2.711
H -2.268 -1.435 -2.789
H -3.092 0.997 1.150
H -2.410 2.452 -1.134
C -2.829 -1.338 -1.830
H -4.379 0.208 0.226
H -2.634 -2.241 -1.219
H -3.176 -0.773 1.079
P 2.090 0.075 -0.928
C 3.035 0.119 0.634
C 2.757 -1.348 -1.775
H 2.172 1.686 -2.650
H 3.746 1.419 -1.731
H 2.426 2.445 -1.027
C 2.662 1.598 -1.672
H 2.247 -1.447 -2.761
H 3.837 -1.099 -1.857
H 4.091 -0.042 0.425
H 2.727 -0.670 1.357
H 2.626 -2.261 -1.182
H 2.852 1.040 1.200
Cl -0.084 -0.469 -6.444
C 0.411 0.923 3.706
S -0.869 -0.200 2.924
C -0.121 -1.504 3.901
H 0.522 1.975 3.385
H 1.349 0.442 3.885
H -0.244 0.914 4.582
H -0.783 -2.311 3.719
H 0.924 -1.723 3.798
H -0.350 -1.064 4.865
```

Calculated values
energy	-2549.16877	Ha
frontier orbital gap (spin up / spin down)	0.17046 / 0.17304	Eh
⟨S²⟩	6.012
max |F|	3.34	eV/Å
ΔE to the lowest compared entry with this formula, charge and spin	184.44	kcal per mole
charge	+3
HOMO level (spin up / spin down)	-17.2 / -17.2	eV
multiplicity	5

Atom charges from the natural (NBO) analysis, given in e for atoms 1 to 2:
1. I 0.385
2. I 0.534

6.
DFT (wB97M-V/def2-TZVPD) results for 5 unconnected molecules or ions with the total composition C8H24ClO4S2.

XYZ file:
```
39
C8H24ClO4S2 wB97M-V/def2-TZVPD
Cl 0.505 -0.477 -0.559
C 0.043 -1.282 4.541
C 0.204 -0.940 3.138
O 0.162 -1.970 2.141
H -0.896 -1.877 4.499
H -0.061 -0.471 5.329
H 0.738 -1.768 4.991
H 1.114 -0.478 2.961
H -0.544 -0.382 2.801
H 0.252 -1.373 1.403
C 2.657 -2.139 -3.190
C 3.151 -0.785 -2.692
O 3.196 -0.809 -1.294
H 1.581 -2.321 -3.009
H 3.291 -2.987 -2.876
H 2.544 -2.045 -4.321
H 2.554 0.035 -3.142
H 4.246 -0.581 -3.106
H 2.280 -0.318 -0.859
C -0.591 1.991 -1.475
S 0.791 2.704 -0.641
O 1.220 3.925 -1.365
C -0.041 3.196 0.880
H -0.118 1.630 -2.418
H -1.170 2.613 -2.130
H -0.844 1.004 -1.234
H 0.410 3.966 1.553
H -0.407 2.527 1.481
H -0.841 3.901 0.750
C -2.298 0.134 0.907
S -2.413 -1.428 0.089
O -3.873 -1.960 0.371
C -2.448 -0.787 -1.608
H -2.431 -0.085 1.986
H -3.039 1.023 0.677
H -1.495 0.645 0.847
H -3.318 -0.223 -1.508
H -2.605 -1.675 -2.255
H -1.498 -0.124 -1.649
```

Calculated values
energy	-1876.54996	Ha
frontier orbital gap	0.31240	Eh
max |F|	7.23	eV/Å
ΔE to the lowest compared entry with this formula, charge and spin	51.74	kcal per mole
charge	-1
HOMO level	-5.6	eV

Atom charges from the natural (NBO) analysis, given in e for atoms 1 to 2:
1. Cl -0.770
2. C -0.611